No. 1
{"formula": "C69H168N10O3", "method": "ωB97M-V/def2-TZVPD", "symbols": ["C", "C", "N", "C", "C", "C", "C", "H", "H", "H", "H", "H", "H", "H", "H", "H", "H", "H", "H", "H", "H", "H", "C", "C", "N", "C", "C", "C", "C", "H", "H", "H", "H", "H", "H", "H", "H", "H", "H", "H", "H", "H", "H", "H", "C", "C", "N", "C", "C", "C", "C", "H", "H", "H", "H", "H", "H", "H", "H", "H", "H", "H", "H", "H", "H", "H", "C", "C", "N", "C", "C", "C", "C", "H", "H", "H", "H", "H", "H", "H", "H", "H", "H", "H", "H", "H", "H", "H", "C", "C", "N", "C", "C", "C", "C", "H", "H", "H", "H", "H", "H", "H", "H", "H", "H", "H", "H", "H", "H", "H", "C", "C", "N", "C", "C", "C", "C", "H", "H", "H", "H", "H", "H", "H", "H", "H", "H", "H", "H", "H", "H", "H", "C", "C", "N", "C", "C", "C", "C", "H", "H", "H", "H", "H", "H", "H", "H", "H", "H", "H", "H", "H", "H", "H", "C", "C", "N", "C", "C", "C", "C", "H", "H", "H", "H", "H", "H", "H", "H", "H", "H", "H", "H", "H", "H", "H", "C", "C", "N", "C", "C", "C", "C", "H", "H", "H", "H", "H", "H", "H", "H", "H", "H", "H", "H", "H", "H", "H", "C", "C", "N", "C", "C", "C", "C", "H", "H", "H", "H", "H", "H", "H", "H", "H", "H", "H", "H", "H", "H", "H", "C", "C", "O", "C", "H", "H", "H", "H", "H", "H", "C", "C", "O", "C", "H", "H", "H", "H", "H", "H", "C", "C", "O", "C", "H", "H", "H", "H", "H", "H"], "xyz": [[3.087, 1.372, -1.685], [2.125, 0.233, -1.388], [0.974, 0.641, -0.565], [0.219, -0.529, -0.152], [0.917, -1.621, 0.612], [0.115, 1.653, -1.205], [-1.127, 2.101, -0.453], [2.734, 2.008, -2.497], [4.131, 1.133, -1.890], [3.055, 2.043, -0.827], [1.842, -0.265, -2.315], [2.773, -0.479, -0.877], [-0.563, -0.111, 0.482], [-0.395, -0.970, -0.937], [1.486, -1.129, 1.401], [0.204, -2.319, 1.051], [1.647, -2.157, 0.006], [-0.261, 1.190, -2.117], [0.732, 2.511, -1.472], [-1.542, 2.926, -1.032], [-0.835, 2.407, 0.551], [-1.904, 1.338, -0.399], [-8.431, -0.192, 2.522], [-8.879, -0.792, 1.211], [-9.895, -0.103, 0.440], [-11.207, -0.182, 1.144], [-11.805, -1.569, 1.433], [-9.600, 1.311, 0.140], [-8.360, 1.413, -0.709], [-9.293, -0.195, 3.190], [-8.014, 0.805, 2.379], [-7.666, -0.861, 2.917], [-8.009, -0.754, 0.555], [-9.053, -1.854, 1.381], [-11.225, 0.445, 2.035], [-11.890, 0.307, 0.450], [-12.806, -1.433, 1.842], [-11.847, -2.221, 0.561], [-11.166, -2.053, 2.172], [-9.571, 1.997, 0.986], [-10.474, 1.548, -0.467], [-8.391, 0.695, -1.528], [-7.433, 1.379, -0.137], [-8.367, 2.390, -1.193], [5.220, -4.791, -3.068], [4.176, -5.295, -4.090], [2.928, -5.537, -3.375], [1.763, -5.764, -4.264], [1.302, -4.484, -4.963], [2.909, -6.691, -2.424], [3.353, -8.002, -3.005], [6.212, -4.659, -3.499], [5.286, -5.518, -2.259], [4.939, -3.823, -2.654], [4.050, -4.531, -4.857], [4.466, -6.199, -4.624], [1.997, -6.520, -5.014], [0.971, -6.146, -3.620], [0.351, -4.634, -5.475], [1.151, -3.663, -4.263], [1.953, -4.105, -5.750], [1.934, -6.746, -1.940], [3.594, -6.471, -1.605], [3.416, -8.765, -2.229], [4.417, -8.011, -3.240], [2.665, -8.326, -3.786], [-1.920, 1.875, -7.301], [-3.177, 1.099, -7.304], [-4.371, 1.962, -7.177], [-4.614, 2.464, -5.836], [-5.514, 3.719, -5.817], [-5.577, 1.260, -7.587], [-5.636, 1.081, -9.080], [-1.741, 2.407, -6.366], [-1.872, 2.586, -8.126], [-1.120, 1.164, -7.509], [-3.298, 0.514, -8.216], [-3.120, 0.303, -6.561], [-3.694, 2.750, -5.327], [-5.024, 1.708, -5.166], [-5.294, 4.460, -6.585], [-5.453, 4.229, -4.855], [-6.543, 3.455, -6.059], [-5.706, 0.341, -7.016], [-6.496, 1.813, -7.394], [-4.873, 0.420, -9.492], [-6.632, 0.716, -9.328], [-5.519, 2.011, -9.637], [-0.091, -9.684, 7.913], [-1.010, -8.621, 7.313], [-0.937, -7.366, 8.024], [0.346, -6.679, 7.997], [0.746, -6.233, 6.573], [-1.418, -7.504, 9.392], [-1.954, -6.145, 9.836], [0.956, -9.400, 7.815], [-0.172, -10.586, 7.306], [-0.395, -10.037, 8.899], [-0.775, -8.440, 6.264], [-2.065, -8.890, 7.354], [0.482, -5.849, 8.691], [1.098, -7.375, 8.369], [1.135, -7.014, 5.920], [-0.078, -5.760, 6.039], [1.417, -5.375, 6.594], [-0.655, -7.771, 10.123], [-2.253, -8.192, 9.521], [-2.460, -6.226, 10.798], [-2.673, -5.741, 9.123], [-1.171, -5.390, 9.917], [-1.229, 10.613, 2.637], [-2.216, 9.739, 3.462], [-2.753, 8.568, 2.796], [-1.685, 7.661, 2.344], [-0.957, 7.022, 3.519], [-3.956, 8.050, 3.414], [-4.799, 7.100, 2.495], [-1.217, 11.607, 3.085], [-1.656, 10.785, 1.649], [-0.301, 10.041, 2.626], [-1.866, 9.453, 4.454], [-3.045, 10.418, 3.663], [-2.079, 6.974, 1.595], [-0.965, 8.204, 1.732], [-1.627, 6.273, 3.941], [-0.061, 6.523, 3.151], [-0.703, 7.768, 4.272], [-4.514, 8.920, 3.760], [-3.632, 7.521, 4.310], [-4.937, 7.606, 1.540], [-5.720, 6.836, 3.016], [-4.148, 6.232, 2.390], [0.681, 10.337, -5.912], [0.421, 9.801, -4.468], [-0.135, 8.442, -4.604], [-0.192, 7.751, -3.311], [1.219, 7.384, -2.786], [-1.400, 8.320, -5.333], [-2.550, 9.112, -4.648], [1.043, 9.542, -6.564], [1.463, 11.093, -5.838], [-0.243, 10.698, -6.364], [1.369, 9.848, -3.932], [-0.255, 10.406, -3.864], [-0.609, 8.387, -2.530], [-0.784, 6.845, -3.444], [1.223, 7.035, -1.753], [1.737, 6.662, -3.418], [1.887, 8.244, -2.736], [-1.620, 7.254, -5.388], [-1.208, 8.643, -6.357], [-2.753, 8.670, -3.673], [-3.374, 9.112, -5.363], [-2.364, 10.183, -4.560], [1.291, 1.860, 5.536], [0.663, 0.665, 6.267], [-0.687, 0.906, 6.795], [-1.673, 1.188, 5.695], [-2.992, 1.647, 6.141], [-1.131, -0.140, 7.697], [-0.453, -0.102, 9.086], [1.238, 2.804, 6.079], [0.889, 1.980, 4.531], [2.336, 1.568, 5.434], [0.711, -0.277, 5.721], [1.259, 0.492, 7.163], [-1.871, 0.324, 5.061], [-1.271, 1.925, 5.000], [-2.935, 2.494, 6.824], [-3.540, 0.876, 6.682], [-3.627, 1.924, 5.299], [-2.114, 0.162, 8.056], [-1.115, -1.169, 7.337], [-0.402, 0.917, 9.468], [-0.977, -0.749, 9.790], [0.545, -0.526, 8.976], [6.397, -2.291, 4.854], [7.654, -3.201, 5.077], [8.361, -3.552, 3.813], [7.481, -4.232, 2.826], [6.826, -5.540, 3.357], [9.656, -4.265, 4.016], [10.588, -3.332, 4.773], [6.625, -1.502, 4.137], [5.962, -1.864, 5.758], [5.643, -2.927, 4.390], [8.260, -2.565, 5.722], [7.397, -4.099, 5.639], [6.673, -3.570, 2.514], [8.026, -4.475, 1.914], [7.672, -6.101, 3.755], [6.081, -5.294, 4.114], [6.322, -6.044, 2.533], [10.014, -4.521, 3.019], [9.546, -5.152, 4.640], [10.793, -2.370, 4.303], [11.582, -3.772, 4.844], [10.301, -3.232, 5.820], [-6.415, -5.835, -6.339], [-7.393, -5.094, -5.441], [-6.789, -4.721, -4.174], [-7.757, -4.414, -3.116], [-8.821, -5.509, -2.806], [-5.897, -3.570, -4.371], [-4.785, -3.497, -3.345], [-5.938, -6.668, -5.823], [-5.661, -5.175, -6.767], [-6.924, -6.247, -7.210], [-7.880, -4.266, -5.955], [-8.159, -5.847, -5.258], [-7.173, -4.242, -2.212], [-8.242, -3.459, -3.319], [-9.523, -5.656, -3.627], [-8.275, -6.433, -2.613], [-9.393, -5.269, -1.910], [-6.344, -2.584, -4.245], [-5.452, -3.542, -5.366], [-4.190, -4.410, -3.330], [-5.241, -3.321, -2.370], [-4.009, -2.783, -3.622], [8.986, 2.672, 4.119], [8.899, 3.073, 2.655], [9.933, 3.286, 1.977], [7.537, 3.283, 2.069], [10.035, 2.478, 4.343], [8.468, 1.724, 4.264], [8.669, 3.482, 4.776], [7.383, 4.360, 2.004], [6.717, 2.746, 2.546], [7.502, 2.858, 1.066], [12.863, 0.072, -2.170], [11.920, -1.166, -2.094], [12.335, -2.258, -2.460], [10.527, -0.905, -1.578], [12.506, 0.801, -1.443], [12.957, 0.414, -3.201], [13.857, -0.273, -1.888], [10.572, -0.881, -0.489], [9.898, -1.704, -1.971], [10.115, 0.032, -1.952], [7.212, -0.336, -6.817], [8.303, 0.736, -6.963], [8.725, 1.374, -5.992], [8.899, 1.058, -8.334], [6.511, -0.230, -7.645], [6.724, -0.251, -5.846], [7.661, -1.326, -6.901], [9.409, 0.181, -8.734], [9.617, 1.876, -8.277], [8.062, 1.375, -8.956]], "mulliken_charge": [-1.474, -0.226, 0.066, -0.432, -1.428, -0.447, -1.464, 0.306, 0.377, 0.382, 0.276, 0.381, 0.358, 0.371, 0.366, 0.415, 0.269, 0.377, 0.432, 0.411, 0.338, 0.346, -1.016, -0.754, 0.001, -0.497, -1.257, -0.412, -1.383, 0.253, 0.259, 0.395, 0.344, 0.430, 0.371, 0.422, 0.402, 0.284, 0.296, 0.343, 0.465, 0.301, 0.301, 0.452, -1.191, -0.439, 0.109, -0.467, -1.334, -0.727, -1.049, 0.409, 0.266, 0.247, 0.344, 0.357, 0.268, 0.399, 0.415, 0.293, 0.341, 0.469, 0.322, 0.437, 0.269, 0.264, -1.267, -0.286, 0.112, -0.340, -1.346, -0.260, -1.345, 0.277, 0.292, 0.419, 0.310, 0.213, 0.341, 0.247, 0.343, 0.402, 0.325, 0.228, 0.280, 0.338, 0.418, 0.304, -1.011, -0.709, 0.137, -0.371, -1.503, -0.506, -1.343, 0.294, 0.415, 0.269, 0.353, 0.404, 0.420, 0.301, 0.313, 0.365, 0.411, 0.282, 0.433, 0.418, 0.328, 0.301, -1.276, -0.610, 0.141, -0.755, -0.990, -0.529, -1.192, 0.429, 0.293, 0.284, 0.414, 0.419, 0.417, 0.313, 0.259, 0.406, 0.253, 0.397, 0.366, 0.312, 0.394, 0.256, -1.386, -0.358, 0.080, -0.504, -1.312, -0.741, -1.012, 0.356, 0.424, 0.268, 0.343, 0.370, 0.278, 0.409, 0.369, 0.314, 0.329, 0.456, 0.357, 0.271, 0.410, 0.279, -1.276, -0.431, 0.069, -0.126, -1.508, -0.352, -1.400, 0.290, 0.290, 0.443, 0.356, 0.306, 0.225, 0.312, 0.356, 0.356, 0.407, 0.272, 0.320, 0.336, 0.426, 0.328, -1.409, -0.349, 0.013, -0.774, -0.948, -0.311, -1.368, 0.350, 0.418, 0.278, 0.374, 0.346, 0.348, 0.433, 0.265, 0.204, 0.412, 0.397, 0.224, 0.314, 0.436, 0.344, -1.306, -0.322, 0.114, -0.377, -1.356, -0.301, -1.430, 0.311, 0.309, 0.423, 0.253, 0.315, 0.251, 0.374, 0.347, 0.333, 0.400, 0.249, 0.390, 0.320, 0.267, 0.432, -0.875, 0.723, -0.587, -0.954, 0.299, 0.213, 0.300, 0.269, 0.304, 0.307, -0.898, 0.685, -0.572, -0.988, 0.294, 0.256, 0.314, 0.283, 0.284, 0.343, -0.998, 0.797, -0.564, -0.999, 0.316, 0.275, 0.286, 0.298, 0.280, 0.308], "gap_ev": 8.1, "e_lumo_ev": 0.131, "spin_multiplicity": 1}


No. 2
{"formula": "C21H15CaCl5N2O4SSi", "method": "ωB97M-V/def2-TZVPD", "symbols": ["Ca", "O", "C", "O", "C", "C", "C", "C", "C", "N", "C", "O", "O", "H", "H", "H", "C", "Si", "C", "C", "C", "C", "C", "C", "N", "C", "S", "H", "H", "H", "H", "H", "H", "H", "H", "H", "H", "H", "H", "Cl", "C", "C", "C", "Cl", "C", "Cl", "C", "Cl", "C", "Cl"], "xyz": [[-1.114, -0.774, 1.103], [-5.395, -0.028, 1.915], [-4.170, -0.074, 1.762], [-3.443, -1.044, 1.402], [-3.390, 1.237, 2.023], [-3.986, 2.487, 2.131], [-3.163, 3.592, 2.290], [-1.785, 3.443, 2.347], [-1.262, 2.160, 2.245], [-2.071, 1.119, 2.103], [0.254, 1.842, 2.254], [1.015, 2.778, 2.517], [0.527, 0.638, 1.988], [-5.064, 2.559, 2.075], [-3.599, 4.584, 2.360], [-1.105, 4.276, 2.455], [1.101, 3.463, -2.204], [1.686, 1.966, -3.159], [3.479, 2.340, -3.636], [0.697, 1.776, -4.743], [1.684, 0.355, -2.201], [2.780, -0.491, -2.222], [2.806, -1.661, -1.468], [1.710, -1.908, -0.666], [0.633, -1.134, -0.639], [0.566, -0.027, -1.412], [-0.953, 0.842, -1.435], [1.442, 4.358, -2.737], [1.517, 3.479, -1.195], [0.019, 3.475, -2.106], [3.511, 3.294, -4.171], [3.922, 1.582, -4.285], [4.104, 2.432, -2.745], [0.771, 2.672, -5.366], [-0.351, 1.604, -4.497], [1.056, 0.921, -5.320], [3.646, -0.238, -2.826], [3.651, -2.335, -1.468], [1.676, -2.769, -0.004], [-1.254, -4.194, -0.576], [-0.749, -4.361, 1.122], [-0.670, -3.221, 1.890], [-0.289, -3.455, 3.194], [-0.183, -2.054, 4.294], [0.016, -4.703, 3.730], [0.497, -4.910, 5.385], [-0.067, -5.814, 2.894], [0.317, -7.393, 3.505], [-0.458, -5.647, 1.568], [-0.561, -7.038, 0.532]], "mulliken_charge": [1.662, -0.789, 0.253, -0.761, 0.386, -0.651, -0.102, -0.662, 0.432, -0.218, 0.256, -0.799, -0.660, 0.471, 0.385, 0.480, -0.963, 0.114, -1.159, -1.005, 0.184, 0.043, -1.071, -0.317, -0.159, 0.416, -0.470, 0.312, 0.340, 0.274, 0.288, 0.304, 0.334, 0.311, 0.284, 0.323, 0.241, 0.357, 0.376, -0.217, 0.922, -1.436, 1.115, -0.253, -0.656, -0.219, 0.755, -0.235, -0.595, -0.222], "gap_ev": 6.3, "e_lumo_ev": 4.033, "total_charge": -2, "spin_multiplicity": 1}


No. 3
{"formula": "C8H8N4O4", "method": "ωB97M-V/def2-TZVPD", "symbols": ["O", "C", "C", "C", "N", "C", "O", "N", "H", "H", "H", "H", "O", "C", "C", "C", "N", "C", "O", "N", "H", "H", "H", "H"], "xyz": [[-2.745, 3.700, 0.655], [-2.422, 3.051, -0.409], [-0.973, 2.937, -0.928], [-0.751, 1.892, -1.780], [-1.728, 1.024, -2.309], [-3.118, 1.422, -2.102], [-4.002, 0.855, -2.639], [-3.384, 2.282, -1.139], [-0.157, 3.364, -0.275], [0.289, 1.409, -1.905], [-1.797, 0.589, -3.258], [-4.310, 2.097, -0.698], [1.045, -4.213, 1.647], [1.488, -3.043, 1.406], [0.879, -1.928, 0.655], [1.597, -0.791, 0.396], [3.048, -0.881, 0.693], [3.536, -1.677, 1.697], [4.693, -1.646, 2.117], [2.734, -2.763, 2.120], [-0.077, -1.948, 0.037], [1.286, -0.104, -0.472], [3.879, -0.384, 0.240], [2.853, -3.404, 2.935]], "mulliken_charge": [-0.602, 0.504, -0.647, -0.088, -0.199, 0.326, -0.576, -0.082, 0.340, 0.432, 0.288, 0.284, -0.623, 0.385, -0.287, 0.137, -0.132, 0.333, -0.620, -0.079, 0.308, 0.039, 0.279, 0.280], "gap_ev": 9.3, "e_lumo_ev": -0.605, "spin_multiplicity": 1}


No. 4
{"formula": "C5H11O2", "method": "ωB97M-V/def2-TZVPD", "symbols": ["C", "C", "C", "H", "H", "H", "H", "H", "H", "H", "H", "C", "C", "O", "O", "H", "H", "H"], "xyz": [[0.462, -1.835, -0.412], [-0.547, -2.858, -0.891], [1.216, -1.085, -1.534], [1.210, -2.308, 0.221], [-0.044, -1.096, 0.193], [-1.410, -2.398, -1.380], [-0.145, -3.705, -1.451], [1.353, -0.059, -1.200], [0.689, -0.963, -2.473], [-1.026, -3.273, 0.012], [2.228, -1.465, -1.567], [0.233, 2.537, -0.054], [-0.416, 1.501, 0.922], [-1.661, 1.578, 0.999], [0.375, 0.752, 1.540], [1.098, 2.105, -0.543], [0.507, 3.361, 0.614], [-0.530, 2.857, -0.763]], "mulliken_charge": [0.111, -1.300, -0.734, 0.237, 0.048, 0.336, 0.346, -0.044, 0.337, 0.327, 0.306, -0.890, 0.631, -0.745, -0.724, 0.288, 0.250, 0.220], "gap_ev": 7.8, "e_lumo_ev": 3.899, "total_charge": -1, "spin_multiplicity": 1}


No. 5
{"formula": "C2H11N4", "method": "ωB97M-V/def2-TZVPD", "symbols": ["N", "C", "N", "N", "H", "H", "H", "H", "H", "C", "N", "H", "H", "H", "H", "H", "H"], "xyz": [[0.544, -1.891, 1.773], [0.172, -0.743, 1.140], [-1.196, -0.513, 1.055], [0.960, 0.076, 0.530], [1.523, -1.979, 2.006], [-0.091, -2.276, 2.457], [-1.763, -1.039, 1.703], [-1.415, 0.472, 1.116], [1.935, -0.175, 0.651], [-0.223, 2.141, -2.244], [-0.189, 0.716, -1.819], [-0.737, 2.718, -1.482], [0.792, 2.499, -2.352], [-0.751, 2.236, -3.188], [-1.123, 0.316, -1.679], [0.349, 0.549, -0.891], [0.270, 0.141, -2.524]], "mulliken_charge": [-0.405, 0.586, -0.511, -0.731, 0.246, 0.230, 0.237, 0.271, 0.132, -0.793, -0.302, 0.317, 0.335, 0.353, 0.387, 0.293, 0.357], "gap_ev": 10.7, "e_lumo_ev": -2.923, "total_charge": 1, "spin_multiplicity": 1}


No. 6
{"formula": "C6H7NO4", "method": "ωB97M-V/def2-TZVPD", "symbols": ["C", "C", "C", "C", "O", "N", "C", "O", "C", "O", "O", "H", "H", "H", "H", "H", "H", "H"], "xyz": [[2.727, 1.255, 0.088], [1.660, 0.225, 0.102], [1.715, -1.119, 0.010], [0.354, -1.621, 0.049], [-0.125, -2.728, -0.031], [-0.408, -0.475, 0.253], [-1.822, -0.333, -0.223], [-1.815, 0.349, -1.429], [-3.024, 0.249, 0.653], [-3.677, 1.150, 0.234], [0.386, 0.665, 0.240], [2.458, 2.059, -0.593], [3.664, 0.806, -0.223], [2.848, 1.684, 1.083], [2.587, -1.723, -0.123], [-2.091, -1.392, -0.395], [-2.242, 1.214, -1.301], [-3.196, -0.266, 1.608]], "mulliken_charge": [-1.153, 0.568, -0.667, 0.574, -0.673, 0.266, -0.018, -0.558, 0.037, -0.461, -0.300, 0.322, 0.326, 0.286, 0.400, 0.320, 0.357, 0.376], "gap_ev": 9.8, "e_lumo_ev": 0.505, "spin_multiplicity": 1}


Ordered relative energy (zero: lowest compared OMol25 entry of this formula, charge and spin) results: 0.00 0.00 378.76 35.03 20.09 196.90; unit kJ/mol.